Below is a cluster of 11 separate species, C50H119N6O20 in total at a distorted geometry, with properties calculated with the ωB97M-V functional and the def2-TZVPD basis.

Structure (XYZ):
```
195
Properties=species:S:1:pos:R:3:mulliken_charge:R:1
C 19.827 -6.115 -12.384 -0.7841
C 18.333 -6.187 -12.265 -1.2967
N 17.656 -6.819 -13.487 0.7279
C 16.240 -6.819 -13.214 -0.9916
C 18.003 -6.057 -14.765 -0.7214
C 17.659 -4.542 -14.802 -1.1762
C 18.130 -8.190 -13.609 -0.2101
C 17.218 -9.252 -14.209 -1.3577
O 16.436 -8.813 -15.290 -0.3381
C 15.449 -9.800 -15.602 -0.8300
H 20.233 -5.696 -13.302 0.1970
H 20.226 -7.101 -12.160 0.0048
H 20.145 -5.393 -11.669 0.6041
H 17.887 -5.189 -12.156 0.6479
H 18.048 -6.766 -11.430 0.5835
H 15.932 -5.978 -12.648 0.3775
H 15.876 -7.787 -12.886 0.1485
H 15.727 -6.784 -14.170 0.4993
H 17.370 -6.607 -15.526 0.4373
H 19.014 -6.270 -14.888 0.6741
H 18.291 -4.085 -15.580 0.3791
H 17.770 -4.059 -13.800 0.2339
H 16.638 -4.480 -15.112 0.3941
H 18.324 -8.601 -12.587 -0.0030
H 19.107 -8.190 -14.069 0.5748
H 16.638 -9.793 -13.502 0.6147
H 17.841 -10.029 -14.625 0.6430
H 14.666 -9.744 -14.826 0.3083
H 15.834 -10.807 -15.487 0.3490
H 15.005 -9.570 -16.568 0.2641
C 24.234 -10.364 -4.982 -1.2449
C 25.713 -10.692 -5.190 -1.1878
N 25.993 -12.060 -5.735 1.1011
C 27.489 -12.200 -5.843 -0.2691
C 25.357 -13.032 -4.744 -0.5522
C 25.454 -12.722 -3.303 -1.6833
C 25.390 -12.205 -7.156 -0.1064
C 25.353 -13.641 -7.608 -0.9585
O 24.084 -14.343 -7.343 -0.1217
C 24.062 -15.515 -8.028 -0.9293
H 23.863 -11.018 -4.197 0.1928
H 23.596 -10.350 -5.916 0.0170
H 24.292 -9.361 -4.548 0.5592
H 26.338 -10.757 -4.336 1.0626
H 26.152 -9.959 -5.867 0.5047
H 28.064 -11.253 -6.029 -0.3082
H 27.773 -12.868 -6.619 0.1236
H 27.845 -12.576 -4.885 0.4486
H 25.886 -13.939 -4.895 0.5033
H 24.351 -13.107 -5.107 0.5390
H 26.483 -12.488 -3.009 0.3401
H 25.213 -13.600 -2.762 0.5261
H 24.791 -11.954 -2.898 0.3234
H 26.077 -11.538 -7.742 0.0641
H 24.415 -11.737 -7.207 -0.2173
H 26.226 -14.186 -7.146 0.4041
H 25.492 -13.601 -8.725 0.7079
H 24.981 -16.117 -7.886 0.3378
H 24.089 -15.399 -9.121 0.2696
H 23.140 -16.068 -7.721 0.3020
C 17.732 -15.775 -9.606 -0.5653
O 18.536 -15.586 -10.745 -0.4542
C 19.875 -15.072 -10.386 -0.6961
C 20.038 -13.639 -10.793 -0.0777
N 20.774 -12.812 -9.896 0.4270
H 21.334 -12.072 -10.270 0.0144
H 18.340 -11.534 -9.402 0.2797
C 21.486 -13.376 -8.797 0.8055
C 20.661 -13.507 -7.528 -0.0092
O 20.586 -12.283 -6.794 -0.2985
C 19.951 -12.138 -5.525 -0.8984
H 17.872 -16.788 -9.181 0.2551
H 16.699 -15.543 -9.815 0.3299
H 17.942 -14.974 -8.783 0.1104
H 20.401 -15.744 -11.060 0.2684
H 20.054 -15.425 -9.348 0.4985
H 19.023 -13.177 -10.961 0.0371
H 20.525 -13.599 -11.752 0.2502
H 22.342 -12.771 -8.590 -1.2071
H 21.883 -14.378 -9.082 0.1558
H 21.023 -14.348 -6.928 0.3939
H 19.631 -13.841 -7.783 -0.1480
H 19.237 -12.879 -5.190 0.3538
H 19.396 -11.153 -5.450 0.2716
H 20.681 -12.043 -4.727 0.2548
C 24.426 -12.630 -13.095 -1.0801
O 25.112 -11.417 -13.055 -0.0896
C 26.401 -11.415 -12.291 -0.5134
C 26.567 -9.976 -11.688 -0.4346
N 25.297 -9.428 -11.227 1.4373
H 25.564 -7.840 -10.278 0.3578
H 24.691 -9.361 -12.032 -0.5821
C 24.752 -10.386 -10.305 0.9192
C 23.599 -9.697 -9.536 -1.3845
O 22.530 -9.529 -10.418 -0.1077
C 21.607 -8.538 -9.937 -0.3127
H 24.862 -13.168 -13.910 0.3842
H 23.384 -12.471 -13.393 0.1573
H 24.381 -13.177 -12.153 0.3537
H 27.255 -11.635 -12.927 0.6551
H 26.482 -12.276 -11.520 0.0230
H 26.933 -9.316 -12.511 0.3035
H 27.288 -10.037 -10.842 0.0615
H 25.608 -10.774 -9.703 -0.4306
H 24.150 -11.227 -10.671 -0.5070
H 23.967 -8.765 -9.154 0.9627
H 23.255 -10.361 -8.727 0.3234
H 20.719 -8.420 -10.627 -0.2025
H 22.189 -7.599 -9.789 0.3077
H 21.256 -8.824 -8.938 0.3165
C 25.522 -11.917 -18.724 -0.8539
O 25.217 -11.555 -17.378 -0.2502
C 23.857 -11.133 -17.250 -0.8550
C 23.508 -10.302 -15.970 -0.5650
N 24.236 -9.083 -15.540 0.1724
H 23.817 -8.084 -13.916 0.1083
H 25.137 -9.439 -15.193 0.1164
C 24.621 -8.306 -16.665 -0.9164
C 25.736 -7.334 -16.255 -0.2218
O 26.913 -8.143 -15.988 -0.3704
C 27.864 -7.414 -15.231 -0.5400
H 25.561 -11.077 -19.419 0.3302
H 24.921 -12.797 -19.012 0.3200
H 26.557 -12.182 -18.646 0.2633
H 23.194 -12.005 -17.211 0.5084
H 23.547 -10.641 -18.157 0.5099
H 23.408 -10.886 -15.058 -0.1964
H 22.436 -10.026 -16.054 0.3842
H 23.728 -7.722 -16.970 0.4007
H 24.944 -8.798 -17.578 0.3059
H 25.372 -6.783 -15.327 -0.1180
H 25.940 -6.591 -17.024 0.5431
H 27.338 -7.152 -14.311 0.2340
H 28.282 -6.617 -15.830 0.3530
H 28.666 -8.104 -14.983 0.0940
C 35.247 -8.080 -13.055 -0.7949
O 34.279 -8.773 -12.276 -0.2589
C 33.733 -9.853 -13.016 -0.5663
C 32.766 -10.567 -12.081 -0.5872
N 31.610 -9.696 -11.777 0.0512
H 31.857 -8.887 -11.209 0.5320
H 31.223 -9.333 -12.615 0.3416
C 30.595 -10.402 -10.890 -0.0014
C 31.167 -10.426 -9.516 -0.6186
O 31.555 -9.136 -9.188 -0.4690
C 31.489 -8.873 -7.771 -0.7602
H 36.049 -8.753 -13.332 0.3262
H 35.675 -7.271 -12.445 0.2354
H 34.817 -7.628 -13.921 0.3393
H 34.656 -10.413 -13.328 0.4436
H 33.144 -9.571 -13.884 0.3648
H 33.153 -10.836 -11.113 0.3182
H 32.208 -11.409 -12.475 0.3657
H 30.335 -11.423 -11.206 0.4298
H 29.617 -9.865 -10.905 -0.2818
H 32.031 -11.137 -9.396 0.2831
H 30.288 -10.738 -8.944 0.5141
H 31.999 -9.669 -7.239 0.3911
H 30.478 -8.649 -7.449 0.1474
H 32.109 -7.971 -7.633 0.3067
C 29.666 -13.544 -9.126 -1.2423
C 28.460 -12.854 -9.737 0.4604
O 27.378 -12.933 -9.159 -0.3736
O 28.728 -12.233 -10.766 -0.7600
H 29.580 -14.572 -9.424 0.4533
H 29.532 -13.499 -8.047 0.1830
H 30.680 -13.198 -9.473 0.1852
C 15.250 -11.246 -10.361 -1.0899
C 16.615 -10.607 -10.208 0.6865
O 17.376 -11.615 -9.590 -0.3863
O 17.104 -9.559 -10.680 -0.5692
H 14.629 -10.603 -11.007 0.3077
H 14.825 -11.310 -9.386 0.3722
H 15.325 -12.168 -10.916 0.3316
C 28.376 -7.908 -4.079 -1.3991
C 28.870 -8.945 -5.063 0.8697
O 28.207 -9.157 -6.133 -0.5434
O 29.899 -9.575 -4.687 -0.7548
H 27.443 -7.384 -4.413 0.2463
H 29.129 -7.127 -3.993 0.3889
H 28.138 -8.359 -3.113 0.3295
C 23.252 -5.097 -13.000 -1.4304
C 22.961 -6.501 -13.581 0.7162
O 23.705 -7.466 -13.190 0.2481
O 22.178 -6.620 -14.473 -0.5540
H 24.293 -5.024 -13.203 0.4656
H 23.055 -4.868 -11.951 0.2781
H 22.636 -4.427 -13.673 0.3597
C 27.699 -5.748 -9.068 -1.0380
C 26.984 -6.608 -10.103 0.7364
O 27.373 -6.618 -11.238 -0.5765
O 25.922 -7.259 -9.605 -0.4687
H 28.141 -4.856 -9.628 0.2871
H 28.444 -6.277 -8.450 0.1452
H 27.128 -5.346 -8.234 0.3547
```

Properties
Total charge: +1
Gap between HOMO and LUMO, eV: 6.74
Highest occupied orbital energy, eV: -8.44
Electronic energy, eV: -103654.188
Lowest unoccupied orbital energy, eV: -1.6988
2S+1: 1